# C19H33F3NO6

A cluster of 3 separate species, C19H33F3NO6 in total (ωB97M-V with the def2-TZVPD basis set, the OMol25 dataset).

```
62
Properties=species:S:1:pos:R:3:forces:R:3
C -0.528 -0.058 -0.307 -1.128 -0.022 -0.931
C -1.595 0.853 -1.025 0.492 -0.140 0.850
C -1.859 2.120 -0.158 -0.560 -0.557 -0.645
C -2.681 3.206 -0.916 -0.492 -1.176 1.081
O -2.138 4.537 -0.854 0.542 -1.165 -0.759
C -1.271 4.906 -1.843 -0.950 3.730 -0.372
C -1.613 4.746 -3.349 0.499 -2.158 0.502
C -1.445 5.971 -4.231 0.451 0.446 0.382
O -0.081 6.414 -4.242 -0.069 -0.504 0.096
C 0.608 6.044 -5.434 0.360 -0.236 -0.408
C -0.711 3.469 -3.708 -2.053 -0.877 0.210
C 0.446 3.282 -2.663 -0.658 1.612 -1.884
N 0.182 4.500 -1.785 0.588 -0.498 -0.338
C 0.947 4.657 -0.531 1.541 0.903 -0.157
F 0.341 5.429 0.311 -1.078 0.092 0.635
F 1.310 3.530 -0.002 -0.457 -1.010 0.292
F 2.073 5.302 -0.875 0.283 -0.022 -0.467
H 0.286 -0.243 -1.020 0.109 -0.006 0.548
H -1.002 -1.032 -0.082 0.530 0.518 0.090
H -0.202 0.430 0.618 0.226 -0.311 -0.222
H -1.280 1.108 -2.048 -0.011 0.030 0.235
H -2.515 0.262 -1.132 0.114 0.404 -0.037
H -0.927 2.491 0.289 -0.217 0.136 -0.293
H -2.469 1.750 0.680 0.306 0.350 -0.027
H -3.658 3.261 -0.417 0.265 0.354 -0.254
H -2.890 2.825 -1.926 0.257 0.600 -0.023
H -1.191 6.004 -1.720 -0.008 -0.384 0.339
H -2.676 4.460 -3.336 0.298 0.022 -0.369
H -1.772 5.770 -5.262 -0.059 -0.082 0.361
H -2.049 6.798 -3.822 0.137 -0.229 -0.192
H 0.717 4.952 -5.548 -0.141 0.259 0.147
H 0.081 6.408 -6.330 0.202 0.084 0.314
H 1.625 6.452 -5.396 -0.400 0.140 0.047
H -1.461 2.669 -3.601 0.603 -0.132 0.170
H -0.429 3.357 -4.759 0.390 0.443 0.343
H 0.495 2.336 -2.127 0.027 0.279 -0.009
H 1.324 3.603 -3.236 0.403 -0.973 0.643
H 0.606 5.236 -2.379 -0.354 0.137 0.099
O -0.657 -3.216 0.422 -0.129 0.098 0.269
C 0.231 -3.180 1.230 0.075 -0.109 -0.385
O 0.110 -2.582 2.437 -0.072 0.009 -0.184
C 1.374 -2.613 3.126 0.258 -0.032 0.203
C 2.144 -3.755 2.490 0.457 -0.283 0.056
C 1.630 -3.730 1.057 0.098 -0.174 0.540
H 1.867 -1.647 2.988 -0.065 0.019 -0.021
H 1.203 -2.772 4.189 -0.220 0.062 -0.061
H 3.226 -3.643 2.573 -0.041 0.162 -0.022
H 1.861 -4.703 2.963 0.243 0.604 -0.306
H 2.203 -3.047 0.426 -0.088 -0.048 -0.121
H 1.605 -4.724 0.616 -0.078 0.139 -0.237
O 0.658 -5.928 3.655 -0.061 -0.569 0.210
C 0.843 -6.990 4.185 -0.466 0.076 -0.115
O 1.895 -7.787 3.897 -0.078 0.201 0.020
C 1.777 -9.031 4.612 0.070 -0.312 0.153
C 0.864 -8.727 5.786 -0.152 -0.060 0.192
C -0.050 -7.653 5.210 0.393 -0.205 0.351
H 1.354 -9.779 3.938 -0.010 0.053 -0.022
H 2.764 -9.361 4.929 0.066 0.138 -0.182
H 0.337 -9.604 6.159 0.042 -0.019 -0.071
H 1.446 -8.310 6.610 0.005 -0.036 -0.027
H -0.915 -8.081 4.700 -0.038 0.125 -0.013
H -0.370 -6.940 5.967 -0.197 0.101 -0.221
```
Positions in Å, forces in eV/Å.

The LUMO energy comes out at -2.24 eV. The HOMO energy comes out at -11.531 eV. The HOMO-LUMO gap is 9.2891 eV. As for the largest force on an atom: 3.9 eV Å⁻¹. Its net charge is +1.